Record 1
{
  "formula": "C8H5F3N2O2",
  "method": "ωB97M-V with the def2-TZVPD basis set",
  "elements": ["F", "F", "F", "O", "O", "N", "N", "C", "C", "C", "C", "C", "C", "C", "C", "H", "H", "H", "H", "H"],
  "coordinates": [[2.3812, 2.0417, -0.8949], [3.3719, 1.0443, 0.7040], [1.4665, 1.9054, 1.1077], [2.3330, -2.1429, -0.0597], [1.9432, -1.2535, 0.9221], [2.4273, -1.5908, -1.2749], [1.9037, -0.5066, -1.3693], [-0.7108, 0.1498, 1.1769], [1.3506, 0.0112, -0.2481], [-2.9188, -0.2073, 0.2507], [-0.9595, -0.1325, -1.1861], [2.1368, 1.2550, 0.1870], [-2.3336, -0.2189, -1.0393], [-2.0691, 0.0061, 1.3537], [-0.1205, -0.0416, -0.1250], [-0.1055, 0.3671, 1.9655], [-0.7335, -0.2141, -2.2838], [-2.6571, 0.2917, 2.2132], [-2.8997, -0.2184, -2.0113], [-3.8062, -0.5459, 0.6116]],
  "forces_ev_per_angstrom": [[-0.9, -0.2, 0.5], [-0.8, -0.7, -0.3], [-0.5, 0.8, 0.3], [0.9, -1.2, 0.3], [-1.4, 2.6, -1.8], [0.2, -1.3, -0.7], [0.1, 0.5, -1.5], [-0.9, -0.8, -2.7], [0.8, -1.5, 3.2], [4.1, 0.0, -1.2], [-0.9, -0.5, -2.8], [1.6, 0.6, -0.1], [-2.0, 0.1, 0.4], [-0.3, 0.9, -1.4], [-0.3, 1.2, 2.2], [1.6, 0.5, 2.1], [0.9, 0.2, 1.4], [0.7, -0.5, 0.8], [0.2, -0.4, 1.4], [-3.3, -0.3, -0.3]],
  "lumo_energy_ev": -0.340
}

Record 2
{
  "formula": "C8H5INO4",
  "method": "ωB97M-V with the def2-TZVPD basis set",
  "elements": ["I", "O", "O", "O", "O", "N", "C", "C", "C", "C", "C", "C", "C", "C", "H", "H", "H", "H", "H"],
  "coordinates": [[-1.7787, -2.9758, -2.2152], [0.0877, 3.5184, -0.5258], [-2.9632, 0.5118, -2.1833], [0.4389, 2.0513, -2.2271], [-1.7097, 1.9988, -1.0378], [-1.9546, 0.7485, -1.5140], [-0.6107, -0.1381, 1.2640], [-0.1577, -0.2793, -0.0512], [0.0067, 2.6420, -1.3092], [1.4652, -1.2304, 1.9238], [1.1946, -0.6392, -0.3292], [2.0079, -1.1983, 0.6447], [-0.9825, 0.0458, -1.1278], [0.2534, -0.5300, 2.2715], [1.9361, -1.7981, 2.7760], [-0.0659, -0.6165, 3.3176], [2.9694, -1.6394, 0.4126], [-1.6202, 0.2100, 1.2960], [1.4833, -0.6816, -1.3856]],
  "forces_ev_per_angstrom": [[0.3, 0.9, 0.4], [-0.2, 0.1, 0.7], [0.7, 0.1, 0.3], [0.4, -0.8, -0.6], [-0.4, -0.7, 0.0], [-1.9, 1.2, -0.1], [0.8, -0.4, -0.5], [1.7, 0.2, -0.2], [0.4, 1.2, -0.3], [-0.5, 0.5, 1.8], [-0.7, -0.8, -0.8], [-0.9, 0.3, 0.3], [0.5, -1.9, -0.7], [0.4, -1.8, -0.1], [-0.2, 0.8, -1.1], [0.1, 0.4, -0.5], [-0.1, 0.0, 0.0], [-0.4, 0.2, 0.9], [-0.1, 0.2, 0.5]],
  "lumo_energy_ev": [1.079, 1.031],
  "total_charge": -1
}

Record 3
{
  "formula": "C8H5N2O3S",
  "method": "ωB97M-V with the def2-TZVPD basis set",
  "elements": ["S", "O", "O", "O", "N", "N", "C", "C", "C", "C", "C", "C", "C", "C", "H", "H", "H", "H", "H"],
  "coordinates": [[-4.3898, -0.1246, -1.8251], [-5.4180, -0.8378, -2.5790], [-3.5998, 0.8212, -2.6309], [-5.0664, -2.5362, 0.3752], [-2.9221, -2.2865, 1.1877], [1.1664, 0.8918, -0.8263], [-3.9329, -2.1150, 0.3346], [0.3453, -0.6515, 0.8639], [-0.6145, -1.4767, 1.4001], [-2.1043, -0.7881, -0.4160], [-3.3473, -1.1607, -0.9194], [-1.1017, 0.0402, -0.9358], [-1.8701, -1.5597, 0.7850], [0.1177, 0.1110, -0.2998], [1.3102, -0.5681, 1.3499], [0.8343, 1.6161, -1.4487], [-0.4181, -2.0375, 2.3028], [-1.3072, 0.6244, -1.8195], [1.7822, 1.2680, -0.1167]],
  "forces_ev_per_angstrom": [[0.4, -0.4, -0.8], [-0.1, -0.1, 0.4], [0.1, 0.1, 0.4], [0.0, -0.1, 0.1], [0.9, -0.3, 1.1], [0.2, 0.1, 0.0], [-0.2, 1.0, -2.2], [-0.1, -0.3, 0.3], [0.5, 0.2, 0.2], [0.1, -0.3, -0.4], [-1.0, -0.4, 1.7], [0.5, 0.3, 0.1], [-0.9, -0.1, -0.4], [-0.5, 0.1, -0.4], [0.1, 0.0, 0.0], [0.1, 0.0, 0.1], [0.0, -0.1, 0.0], [0.0, 0.1, -0.1], [-0.1, 0.0, -0.1]],
  "lumo_energy_ev": [1.943, 2.212],
  "total_charge": -1,
  "smiles": "Nc1ccc2c(c1)C(=S(=O)=O)C([O-])=N2"
}

Record 4
{
  "formula": "C8H6F3N5O5",
  "method": "ωB97M-V with the def2-TZVPD basis set",
  "elements": ["F", "F", "F", "O", "O", "O", "O", "O", "N", "N", "N", "N", "N", "C", "C", "C", "C", "C", "C", "C", "C", "H", "H", "H", "H", "H", "H"],
  "coordinates": [[3.0612, 3.4168, 0.6459], [3.1804, 2.6139, 2.7133], [3.9926, 1.4386, 1.0137], [1.2004, -3.4839, 0.1101], [-2.4907, 1.9982, -1.3761], [2.2830, -1.6700, -0.4770], [-4.6549, -1.1195, 0.4609], [-3.5037, -2.8768, 1.0823], [1.3836, 1.0911, -0.0887], [-3.2245, 0.9062, -0.9615], [-1.1496, 1.6747, -1.6733], [-3.6148, -1.8022, 0.4405], [1.2108, -2.3172, -0.3173], [-2.3682, -0.1437, -1.0269], [2.9747, 2.2751, 1.3999], [0.1093, -0.4006, -1.3331], [1.6253, 1.5820, 1.2105], [-1.2462, -2.1191, -0.1338], [-0.0114, -1.6343, -0.6489], [-2.4430, -1.4142, -0.3105], [-1.1039, 0.3254, -1.5044], [-1.2938, -3.0584, 0.4086], [0.9596, -0.1401, -1.9741], [1.6469, 0.7033, 1.8804], [0.8577, 2.3239, 1.4882], [1.9252, 0.2546, -0.3602], [0.6943, 1.5764, -0.6685]],
  "forces_ev_per_angstrom": [[0.1, -1.0, 0.8], [-0.1, -0.3, -1.4], [-0.8, 0.9, 0.4], [-0.5, 2.2, -0.8], [1.4, -1.9, -0.2], [-2.0, -1.0, 0.2], [2.5, -0.8, -0.6], [-0.1, 1.9, -1.2], [0.2, 0.0, -0.7], [1.9, -0.4, -0.6], [-2.3, -1.9, 0.1], [-2.1, -1.8, 1.6], [2.5, -1.3, 0.3], [-0.9, 1.4, 1.3], [0.6, 0.2, -0.3], [-0.4, -2.7, -0.6], [0.0, 0.0, 1.0], [-1.7, 0.6, -0.2], [-0.4, 1.9, -1.0], [1.9, 0.5, -0.5], [-0.8, 2.2, 0.9], [0.2, 0.2, 0.1], [-0.2, -0.2, 0.7], [-0.1, 0.7, 0.3], [0.2, -0.5, 0.2], [-0.4, 1.2, 0.0], [1.3, -0.1, 0.4]],
  "lumo_energy_ev": -2.813,
  "smiles": "O=[N+]([O-])c1cc([N+](=O)[O-])c2nonc2c1.NCC(F)(F)F"
}

Record 5
{
  "formula": "C8H6I3NO",
  "method": "ωB97M-V with the def2-TZVPD basis set",
  "elements": ["I", "I", "I", "O", "N", "C", "C", "C", "C", "C", "C", "C", "C", "H", "H", "H", "H", "H", "H"],
  "coordinates": [[1.7450, 1.6935, -2.6367], [3.1766, -0.0848, 0.7363], [-2.3741, 0.9972, -1.5628], [0.8211, -0.9944, -3.2818], [0.7844, 0.3194, -1.5280], [-0.7487, 0.9863, 2.4567], [-1.0788, 0.8158, 0.0947], [-1.6476, 0.9838, 1.3998], [0.6136, -0.8942, -2.1114], [1.1165, 0.4577, 0.9446], [-0.0405, -1.9561, -1.2367], [0.3327, 0.5759, -0.1870], [0.5754, 0.6825, 2.2609], [-1.0681, -1.7840, -1.6518], [-2.6589, 0.8353, 1.5635], [1.3220, 0.9301, 3.0220], [0.2614, -2.8559, -1.5152], [-1.1520, 1.1497, 3.3794], [0.0199, -1.8579, -0.1466]],
  "forces_ev_per_angstrom": [[0.0, 0.5, 0.0], [-0.9, 0.3, 0.1], [0.2, -0.1, 0.3], [0.5, -1.1, -1.4], [-0.1, 0.8, 2.2], [0.4, -0.8, -2.2], [0.1, 0.3, 0.3], [3.4, -1.1, -2.6], [-0.5, -0.1, 1.1], [0.2, 0.1, 1.1], [-2.0, 4.0, 0.1], [-1.8, 0.2, 0.4], [1.9, 1.2, -1.3], [0.3, -0.6, 1.0], [-1.9, 0.6, 0.1], [-0.4, -0.8, 0.1], [1.4, -4.0, -1.4], [-0.6, 0.4, 2.6], [-0.1, 0.3, -0.5]],
  "lumo_energy_ev": -0.331
}

Record 6
{
  "formula": "C8H6INO2S",
  "method": "ωB97M-V with the def2-TZVPD basis set",
  "elements": ["I", "S", "O", "O", "N", "C", "C", "C", "C", "C", "C", "C", "C", "H", "H", "H", "H", "H", "H"],
  "coordinates": [[4.0785, -1.0703, 0.0337], [-2.3692, -0.3571, -0.6354], [3.1913, 1.6675, 0.7069], [1.1039, 1.7580, -0.1383], [2.2746, -0.2047, -0.1540], [-1.0795, 0.6060, 0.0523], [1.3518, -0.6841, -1.0041], [-3.0480, -0.6708, 0.8382], [-2.4245, -0.0283, 1.9396], [2.2516, 1.1593, 0.1698], [-1.3587, 0.6457, 1.4655], [0.0523, 1.1052, -0.6989], [1.0977, -1.5650, -1.9394], [-2.5097, -0.1333, 3.0048], [-4.0514, -1.2135, 0.8647], [-0.6092, 1.1300, 2.0824], [0.2633, -1.3212, -2.5446], [1.9701, -2.2928, -2.3065], [-0.1850, 1.4693, -1.7368]],
  "forces_ev_per_angstrom": [[1.8, -1.2, 0.2], [0.8, 0.3, -1.6], [-0.7, 0.8, -0.1], [-0.2, 1.2, 0.7], [-2.3, 0.3, -0.7], [1.5, 0.7, -0.2], [1.3, -0.5, 0.2], [-2.9, -0.7, 2.4], [-0.1, -1.1, -1.4], [1.2, -1.5, 0.4], [3.2, 1.2, -0.5], [-4.4, 0.6, -0.5], [2.8, -0.7, -0.1], [-0.9, -0.2, 0.1], [1.7, 0.7, 0.0], [-0.2, 0.1, 0.2], [-0.9, -0.6, -0.6], [-2.0, 1.5, 0.7], [0.6, -0.9, 0.9]],
  "s_squared": 2.038,
  "lumo_energy_ev": [-0.108, -2.539],
  "multiplicity": 3
}

Record 7
{
  "formula": "C8H6N2O",
  "method": "ωB97M-V with the def2-TZVPD basis set",
  "elements": ["O", "N", "N", "C", "C", "C", "C", "C", "C", "C", "C", "H", "H", "H", "H", "H", "H"],
  "coordinates": [[-1.8488, 0.2402, 1.0145], [0.9124, -1.3191, 0.1962], [-2.0016, -0.5294, -1.0568], [0.2634, -0.1643, -0.0659], [0.9082, 1.0169, -0.2178], [2.3470, 1.1450, -0.1545], [2.1636, -1.2902, 0.2812], [-3.2462, 0.1461, 0.6648], [-3.3198, -0.3338, -0.5502], [-1.1934, -0.1523, -0.0526], [3.0268, -0.1020, 0.0583], [0.3174, 2.0515, -0.5926], [2.7952, -2.3064, 0.3486], [-4.1628, -0.3766, -1.2078], [3.0264, 1.9541, -0.2492], [4.0740, -0.3903, 0.0431], [-4.0619, 0.4105, 1.5410]],
  "forces_ev_per_angstrom": [[-2.2, 0.5, 1.0], [-3.1, -0.3, 0.1], [0.7, 0.7, 1.6], [0.5, 0.0, 0.7], [0.8, 5.0, -1.7], [0.4, -4.6, 0.6], [6.2, -0.3, -1.0], [-0.5, 1.2, 4.7], [1.8, 0.0, -2.0], [-3.0, -1.7, -3.1], [-3.3, -0.7, 0.3], [1.4, -3.1, 1.4], [-1.8, 2.1, 0.2], [-0.3, -0.4, 0.0], [-0.4, 1.3, -0.4], [0.1, 1.0, 0.1], [2.7, -0.7, -2.6]],
  "lumo_energy_ev": 0.592,
  "smiles": "c1ccc(-c2ncco2)nc1"
}

Record 8
{
  "formula": "C8H6N2O4S",
  "method": "ωB97M-V with the def2-TZVPD basis set",
  "elements": ["S", "O", "O", "O", "O", "N", "N", "C", "C", "C", "C", "C", "C", "C", "C", "H", "H", "H", "H", "H", "H"],
  "coordinates": [[0.0265, 0.5036, 0.9760], [2.0070, 0.5974, 3.8025], [-0.2420, 0.9447, 4.0330], [0.2661, -0.6877, 1.7633], [0.8166, 1.6728, 1.2751], [-2.3366, -0.8185, 2.6883], [-2.3469, 0.3295, 2.4113], [0.5556, -1.5593, -2.4681], [0.8816, 0.7691, 3.8756], [0.2273, 0.0742, -0.7675], [0.5455, 0.7872, -3.0171], [0.6682, -0.5405, -3.4013], [-1.6969, 0.8480, 0.7032], [0.3100, 1.1014, -1.6895], [0.3302, -1.2519, -1.1352], [0.6468, -2.5892, -2.7784], [0.8533, -0.7829, -4.4368], [0.2567, -2.0143, -0.3756], [0.6337, 1.5742, -3.7498], [0.2102, 2.1215, -1.3535], [-2.6129, -1.0793, 3.6444]],
  "forces_ev_per_angstrom": [[0.4, -0.4, -0.9], [1.7, -0.2, -0.1], [-1.6, 0.4, 0.3], [0.0, -0.1, -0.2], [-0.3, 0.1, 0.0], [-0.1, 0.6, -0.5], [0.8, -0.5, -1.8], [0.0, 0.0, 0.1], [0.2, 0.0, 0.4], [-0.1, 0.2, 0.8], [-0.1, 0.1, 0.1], [0.0, 0.0, 0.0], [-1.0, -0.4, 2.0], [0.1, 0.1, -0.1], [0.0, -0.2, 0.0], [0.0, -0.1, 0.0], [0.0, 0.0, -0.1], [0.0, -0.1, 0.0], [0.0, 0.1, -0.1], [0.0, 0.1, 0.0], [-0.1, 0.3, 0.3]],
  "lumo_energy_ev": [-2.288, -1.273]
}

Calculated largest force on an atom in order - 4.26; 2.24; 2.44; 3.20; 4.50; 4.51; 6.26; 2.29 eV Å⁻¹